No. 1
C82H196N8O23Pt2 | wB97M-V/def2-TZVPD

<S²> = 6.0087
HOMO energy (spin up / spin down) = -7.571 / -8.043 eV
2S+1 = 5
Calculated total energy = -5648.62320 Eh
Gap between HOMO and LUMO (spin up / spin down) = 0.2942 / 0.3107 Eh

Last column: Mulliken spin population.
Positions of all 311 atoms, in Å:
Pt -15.752 -19.835 -18.978  1.47
Pt -14.163 -17.467 -20.173  1.20
O -14.384 -19.791 -20.677  0.32
H -14.872 -19.991 -21.501  -0.05
O -16.410 -18.085 -20.188  0.28
H -16.460 -18.311 -21.141  0.00
O -14.271 -18.534 -18.106  0.31
C -14.471 -17.405 -17.286  -0.02
C -15.339 -16.313 -17.901  0.00
O -14.750 -15.701 -19.031  0.13
H -13.455 -16.992 -17.065  0.01
H -14.814 -17.750 -16.222  0.00
H -15.581 -15.498 -17.168  0.01
H -16.302 -16.712 -18.143  -0.01
O -18.460 -17.343 -18.860  -0.02
H -18.865 -16.694 -19.510  0.00
H -17.653 -17.608 -19.378  0.01
O -17.310 -21.419 -20.290  0.06
H -17.833 -21.046 -19.574  0.01
H -17.501 -20.855 -21.021  0.00
O -15.720 -14.331 -22.582  -0.01
H -14.990 -13.874 -22.076  0.00
H -16.268 -14.732 -21.850  0.00
O -18.160 -20.079 -18.311  0.07
H -18.532 -19.198 -18.561  -0.02
H -18.270 -20.134 -17.353  0.00
O -13.925 -16.449 -22.452  0.20
H -14.575 -15.751 -22.631  -0.03
H -13.790 -16.814 -23.348  -0.01
O -11.795 -17.080 -20.174  0.15
H -11.684 -16.399 -20.858  -0.01
H -11.406 -17.901 -20.531  0.00
O -15.042 -21.666 -17.781  0.06
H -14.749 -22.265 -18.475  0.00
H -14.318 -21.310 -17.250  -0.01
C -22.422 -19.077 -16.232  0.00
C -22.243 -17.871 -17.134  0.00
C -23.653 -17.207 -17.374  0.00
C -24.214 -16.681 -16.078  0.00
C -23.283 -15.561 -15.604  0.00
C -21.818 -16.060 -15.435  0.00
N -21.359 -16.903 -16.587  0.00
O -20.148 -17.494 -16.193  0.00
C -20.869 -14.803 -15.473  0.00
C -21.739 -16.656 -14.042  0.00
C -21.818 -18.335 -18.565  0.00
H -22.953 -18.920 -15.307  0.00
H -21.439 -19.520 -15.993  0.00
H -22.937 -19.900 -16.770  0.00
H -23.451 -16.403 -18.125  0.00
H -24.306 -17.921 -17.885  0.00
H -24.204 -17.515 -15.393  0.00
H -25.168 -16.296 -16.194  0.00
H -23.538 -15.121 -14.618  0.00
H -23.352 -14.693 -16.296  0.00
H -20.988 -14.369 -16.468  0.00
H -21.164 -14.110 -14.675  0.00
H -19.833 -15.089 -15.272  0.00
H -20.897 -17.367 -14.004  0.00
H -21.563 -15.817 -13.400  0.00
H -22.620 -17.142 -13.629  0.00
H -20.887 -18.922 -18.455  0.00
H -21.553 -17.477 -19.214  0.00
H -22.610 -18.946 -19.012  0.00
H -19.510 -17.197 -16.884  0.00
C -12.469 -14.667 -11.011  0.00
C -13.788 -15.155 -10.527  0.00
C -14.821 -13.968 -10.291  0.00
C -15.463 -13.357 -11.532  0.00
C -16.139 -14.476 -12.269  0.00
C -15.141 -15.624 -12.655  0.00
N -14.449 -16.094 -11.476  0.00
O -13.460 -16.975 -11.886  0.00
C -15.992 -16.849 -13.187  0.00
C -14.206 -15.074 -13.759  -0.01
C -13.547 -15.856 -9.206  0.00
H -11.636 -15.345 -10.754  0.00
H -12.205 -13.742 -10.443  0.00
H -12.387 -14.486 -12.107  0.00
H -15.615 -14.311 -9.583  0.00
H -14.188 -13.269 -9.723  0.00
H -14.811 -12.844 -12.233  0.00
H -16.128 -12.613 -11.119  0.00
H -16.534 -14.178 -13.255  0.00
H -17.000 -14.924 -11.746  0.00
H -16.584 -17.301 -12.360  0.00
H -16.627 -16.580 -14.010  0.00
H -15.279 -17.584 -13.624  0.00
H -14.741 -15.194 -14.684  0.01
H -13.862 -14.009 -13.676  0.00
H -13.386 -15.792 -13.782  0.00
H -14.484 -15.889 -8.584  0.00
H -12.832 -15.261 -8.632  0.00
H -13.115 -16.851 -9.178  0.00
H -13.780 -17.877 -11.771  0.00
C -15.576 -15.944 -27.552  0.00
C -15.002 -16.348 -26.122  0.00
C -13.797 -17.337 -26.383  0.00
C -12.571 -16.684 -26.973  0.00
C -12.142 -15.596 -25.993  0.00
C -13.233 -14.538 -25.730  0.00
N -14.522 -15.234 -25.332  0.00
O -15.539 -14.235 -25.167  0.00
C -12.802 -13.810 -24.464  0.00
C -13.333 -13.560 -26.898  0.00
C -16.026 -17.088 -25.267  0.00
H -16.312 -16.614 -28.040  0.00
H -14.794 -15.866 -28.294  0.00
H -15.967 -14.934 -27.577  0.00
H -13.555 -17.796 -25.411  0.00
H -14.133 -18.160 -26.998  0.00
H -12.711 -16.319 -27.960  0.00
H -11.802 -17.432 -27.020  0.00
H -11.286 -14.994 -26.266  0.00
H -11.853 -16.018 -25.042  0.00
H -11.726 -13.516 -24.529  0.00
H -13.401 -12.872 -24.314  0.00
H -12.981 -14.461 -23.616  0.00
H -14.116 -12.835 -26.730  0.00
H -12.364 -13.103 -26.911  0.00
H -13.528 -13.990 -27.859  0.00
H -16.541 -17.677 -26.005  0.00
H -16.797 -16.483 -24.798  0.00
H -15.568 -17.644 -24.422  0.00
H -15.644 -14.210 -24.236  0.00
C -18.452 -10.809 -13.356  0.00
C -17.341 -10.385 -14.305  0.00
C -16.937 -11.520 -15.190  0.00
C -16.076 -11.002 -16.359  0.00
C -16.877 -10.109 -17.255  0.00
C -17.483 -8.868 -16.491  0.00
N -18.043 -9.417 -15.230  0.00
O -18.335 -8.233 -14.399  0.00
C -16.334 -7.830 -16.253  0.00
C -18.595 -8.172 -17.240  0.00
C -16.099 -9.879 -13.578  0.00
H -19.357 -11.039 -13.916  0.00
H -18.758 -9.937 -12.745  0.00
H -18.144 -11.642 -12.741  0.00
H -16.420 -12.207 -14.445  0.00
H -17.750 -12.058 -15.651  0.00
H -15.620 -11.815 -16.984  0.00
H -15.186 -10.533 -15.966  0.00
H -17.694 -10.670 -17.686  0.00
H -16.244 -9.753 -18.084  0.00
H -16.090 -7.371 -17.205  0.00
H -16.644 -7.038 -15.571  0.00
H -15.436 -8.173 -15.816  0.00
H -19.541 -8.692 -17.222  0.00
H -18.778 -7.156 -16.871  0.00
H -18.209 -8.103 -18.290  0.00
H -16.156 -8.828 -13.355  0.00
H -15.236 -10.112 -14.207  0.00
H -15.903 -10.365 -12.590  0.00
H -19.237 -8.403 -14.081  0.00
C -19.460 -19.349 -24.453  0.00
C -19.011 -19.805 -23.096  -0.01
C -19.890 -21.075 -22.822  0.00
C -19.422 -22.334 -23.567  0.00
C -17.925 -22.538 -23.391  0.00
C -17.027 -21.329 -23.746  0.00
N -17.578 -20.173 -22.919  0.00
O -16.772 -19.017 -23.021  -0.05
C -15.616 -21.670 -23.265  -0.01
C -17.002 -21.098 -25.287  0.00
C -19.471 -18.810 -22.063  0.02
H -18.762 -18.645 -24.968  0.00
H -20.363 -18.745 -24.363  0.00
H -19.698 -20.146 -25.122  0.00
H -19.654 -21.294 -21.753  0.00
H -20.943 -20.865 -23.003  0.00
H -19.537 -22.164 -24.619  0.00
H -19.977 -23.249 -23.369  0.00
H -17.675 -23.351 -24.146  0.00
H -17.668 -22.816 -22.402  0.00
H -15.391 -22.542 -23.843  0.00
H -14.887 -20.925 -23.582  0.00
H -15.567 -21.895 -22.201  0.00
H -18.057 -21.038 -25.576  0.00
H -16.604 -20.102 -25.597  0.00
H -16.463 -21.841 -25.912  0.00
H -18.942 -17.864 -22.158  0.00
H -19.330 -19.220 -21.063  0.00
H -20.503 -18.579 -22.291  0.00
H -16.232 -18.967 -23.809  0.00
C -23.918 -14.651 -22.418  0.00
C -22.532 -14.311 -21.947  0.00
C -22.158 -14.890 -20.599  0.00
C -20.700 -14.762 -20.160  0.00
C -19.878 -15.374 -21.277  -0.01
C -20.100 -14.679 -22.607  0.00
N -21.546 -14.793 -22.938  0.00
O -21.808 -14.010 -24.170  0.00
C -19.540 -13.203 -22.584  0.00
C -19.332 -15.495 -23.663  0.00
C -22.613 -12.735 -21.827  0.00
H -24.099 -14.168 -23.380  0.00
H -24.627 -14.170 -21.716  0.00
H -24.101 -15.704 -22.412  0.00
H -22.792 -14.438 -19.809  0.00
H -22.366 -15.995 -20.503  0.00
H -20.533 -15.280 -19.232  0.00
H -20.410 -13.736 -20.013  0.00
H -20.139 -16.408 -21.381  0.00
H -18.841 -15.338 -21.102  0.01
H -20.071 -12.491 -23.241  0.00
H -19.527 -12.816 -21.565  0.00
H -18.495 -13.213 -22.947  0.00
H -19.240 -15.010 -24.669  0.00
H -18.314 -15.585 -23.297  0.00
H -19.815 -16.458 -23.752  0.00
H -21.716 -12.298 -21.459  0.00
H -23.362 -12.559 -21.082  0.00
H -22.934 -12.356 -22.786  0.00
H -21.944 -14.714 -24.796  0.00
C -10.215 -16.943 -16.339  0.00
C -10.272 -15.431 -16.614  0.00
C -11.727 -14.962 -16.747  0.01
C -11.954 -13.459 -16.642  0.00
C -11.371 -13.002 -15.353  0.00
C -9.885 -13.262 -15.204  0.00
N -9.664 -14.704 -15.478  0.00
O -8.313 -15.008 -15.530  0.00
C -9.087 -12.339 -16.149  0.00
C -9.503 -13.039 -13.748  0.00
C -9.604 -15.064 -17.978  0.00
H -9.252 -17.365 -16.643  0.00
H -10.921 -17.383 -17.036  0.00
H -10.294 -17.101 -15.245  0.00
H -12.006 -15.359 -17.706  -0.02
H -12.350 -15.397 -15.960  0.00
H -12.985 -13.198 -16.708  0.00
H -11.434 -12.908 -17.434  0.00
H -11.921 -13.342 -14.467  0.00
H -11.491 -11.912 -15.258  0.00
H -8.012 -12.533 -16.221  0.00
H -9.495 -12.251 -17.139  0.00
H -9.217 -11.347 -15.692  0.00
H -10.054 -13.682 -13.035  0.00
H -8.427 -13.052 -13.476  0.00
H -9.817 -11.988 -13.593  0.00
H -9.593 -15.935 -18.668  0.00
H -8.544 -14.739 -18.047  0.00
H -10.159 -14.313 -18.496  0.00
H -7.893 -15.408 -14.749  0.00
C -11.730 -18.785 -23.549  0.00
C -10.525 -19.364 -22.862  0.00
C -9.397 -18.236 -22.838  0.00
C -8.224 -18.382 -21.836  0.00
C -8.778 -18.807 -20.442  -0.01
C -9.787 -19.979 -20.417  0.00
N -10.849 -19.622 -21.414  -0.01
O -11.829 -20.668 -21.347  0.00
C -9.106 -21.280 -20.697  0.00
C -10.422 -19.983 -19.047  0.01
C -10.086 -20.555 -23.706  0.00
H -11.488 -18.570 -24.585  0.00
H -12.106 -17.830 -23.085  0.00
H -12.567 -19.500 -23.632  0.00
H -9.001 -18.129 -23.876  0.00
H -9.940 -17.282 -22.647  0.00
H -7.672 -17.447 -21.774  0.00
H -7.575 -19.194 -22.180  0.00
H -9.196 -17.907 -19.995  0.01
H -7.928 -19.133 -19.807  0.00
H -8.567 -21.691 -19.869  0.00
H -9.836 -22.038 -21.030  0.00
H -8.339 -21.233 -21.437  0.00
H -9.681 -19.993 -18.243  0.00
H -11.049 -19.089 -18.914  -0.01
H -11.057 -20.858 -18.849  0.00
H -10.048 -20.158 -24.714  0.00
H -10.787 -21.381 -23.778  0.00
H -9.155 -20.990 -23.433  0.00
H -12.631 -20.224 -20.973  -0.02
C -11.923 -12.181 -21.663  0.00
C -12.104 -13.382 -20.803  0.00
O -13.522 -13.665 -20.712  0.00
H -12.681 -12.045 -22.401  0.00
H -11.007 -12.266 -22.319  0.00
H -11.917 -11.283 -21.036  0.00
H -11.730 -13.229 -19.826  0.00
H -11.596 -14.264 -21.196  0.00
H -13.651 -14.359 -19.978  0.01
C -16.551 -12.323 -19.946  0.00
C -17.334 -13.539 -19.406  0.00
O -16.915 -14.693 -20.088  0.00
H -15.462 -12.345 -19.757  0.00
H -16.813 -11.331 -19.523  0.00
H -16.780 -12.262 -21.016  0.00
H -18.396 -13.364 -19.706  0.00
H -17.275 -13.664 -18.321  0.00
H -16.044 -15.088 -19.793  0.01
C -13.057 -19.921 -14.575  0.00
C -12.180 -20.220 -15.838  0.00
O -12.898 -20.453 -17.047  -0.01
H -13.797 -20.668 -14.243  0.00
H -13.562 -18.996 -14.777  0.00
H -12.400 -19.838 -13.722  0.00
H -11.532 -21.108 -15.854  0.00
H -11.446 -19.446 -16.025  0.00
H -13.236 -19.612 -17.472  -0.01
C -17.024 -20.568 -14.334  0.00
C -17.875 -19.433 -14.915  0.00
O -19.006 -20.116 -15.628  0.00
H -17.005 -21.407 -15.048  0.00
H -17.471 -21.063 -13.467  0.00
H -16.033 -20.295 -14.133  0.00
H -17.341 -18.811 -15.642  0.00
H -18.400 -18.760 -14.198  0.00
H -19.670 -19.456 -15.856  0.00

---

No. 2
C3H8NS | wB97M-V/def2-TZVPD

HOMO energy = -2.342 eV
2S+1 = 1
Energy above the lowest of the compared OMol25 structures with the same formula, charge and spin = 39.6 kcal per mole
Net charge = -1
Calculated total energy = -572.01519 Eh
Gap between HOMO and LUMO = 0.2383 Eh

Last column: natural (NBO) charge in e.
Positions of all 13 atoms, in Å:
C 1.805 0.921 0.939  -0.75
S 1.600 0.256 -0.729  -0.70
H 1.844 0.281 1.825  0.16
H 2.716 1.524 1.071  0.17
H 0.933 1.542 1.176  0.16
C -2.103 0.495 0.490  -0.44
C -1.195 -1.544 -0.182  -0.05
N -2.158 -0.727 -0.228  -0.46
H -1.078 0.805 0.727  0.20
H -2.689 0.389 1.411  0.18
H -2.532 1.355 -0.038  0.18
H -1.409 -2.612 -0.302  0.13
H -0.136 -1.280 -0.021  0.21